No. 1
The molecule C4H7NS in a non-equilibrium geometry. Source: the Open Molecules 2025 dataset; level of theory: ωB97M-V/def2-TZVPD.

Each line ends with the Mulliken charge.
Positions of all 13 atoms, in Å:
H 1.33017 1.13984 -1.41669  0.251
H 0.39597 1.03348 1.52559  0.271
H 0.23319 -1.19450 -1.56516  0.309
C 0.57821 -0.81609 -0.58029  -0.530
N -0.50377 -0.23062 0.13434  0.137
C 0.16100 0.99055 0.44229  -0.561
H 2.29997 0.47903 -0.07402  0.267
S -2.82739 0.04849 1.45877  -0.343
C 1.31498 0.55250 -0.50915  -0.469
C -1.71387 -0.66910 0.46641  -0.138
H -1.92898 -1.62806 -0.01996  0.285
H -0.38180 1.91572 0.14126  0.277
H 1.04233 -1.62123 -0.00338  0.244

Results
- Gap between HOMO and LUMO: 9.018 eV
- SMILES: S=CN1CCC1
- Energy relative to the best compared isomer or geometry (same formula, charge and spin): 117.5 kJ/mol
- HOMO energy: -8.23 eV
- 2S+1: 1



No. 2
A structure of composition C33H34N4O2PPt in a non-equilibrium geometry. Source: the Open Molecules 2025 dataset; level of theory: ωB97M-V/def2-TZVPD.

Each line ends with the Mulliken charge.
Positions of all 75 atoms, in Å:
H 5.86575 0.26901 0.08299  0.502
C 0.19855 2.56061 -2.76811  -0.234
C -0.14055 -2.70809 -2.07611  -1.493
C 0.35925 0.42441 -3.62901  0.792
C -3.29575 -1.14219 -1.13001  0.016
H 2.71685 -2.33449 -2.26081  0.496
H 0.17795 2.76711 1.56109  0.013
N -1.99645 -1.39079 -1.26501  0.008
H -2.15435 -3.75209 -3.63631  0.531
C -0.02635 3.44831 4.86019  -0.594
O -2.89885 1.75131 -1.30341  -0.302
H 1.94515 -0.91939 -3.71281  0.623
H 0.89675 -4.55469 3.57879  0.481
C 2.75415 -1.72309 3.81359  -0.834
H 0.33385 3.20001 -1.90431  0.557
H -4.33475 2.99201 -0.43341  0.335
N 2.04525 0.22931 -0.27871  0.055
C -0.41655 2.19941 5.31299  -0.835
C 0.65995 -1.29469 2.70019  0.629
C -1.59815 -2.32779 -2.13361  0.999
H -3.57355 -0.39899 -0.39961  0.568
H -4.26615 2.95861 -2.22091  0.282
Pt -0.22985 0.08571 -0.65971  3.612
C 2.06205 -1.88289 -1.50351  -1.629
O -1.17415 2.61861 -0.13651  -0.442
N 0.75445 -1.54489 -2.07861  -0.097
C 2.40215 -3.06419 3.94809  -0.618
H 3.69905 -1.37389 4.20119  0.496
C 0.22795 3.64481 3.50919  -0.941
C -4.26325 -1.80759 -1.86291  -1.348
C 0.07515 2.58911 2.62079  0.267
H -0.59895 2.04371 6.36859  0.455
H -3.01065 3.83981 -1.28261  0.358
H -0.62805 -3.00139 2.45159  0.395
C -3.68095 2.98211 -1.30561  -0.790
H -2.90165 -0.01949 2.05009  0.417
C 4.79225 0.26201 -0.02251  -0.519
C -0.55665 1.13491 4.43629  -0.596
C -0.03835 0.87381 -4.88761  -1.005
C -0.32145 2.21801 -5.06701  -0.508
H -0.64215 2.58891 -6.03071  0.485
C 2.77585 -0.72519 -0.85441  1.217
C 1.17785 -3.51869 3.46339  -0.742
H 2.16695 0.19771 3.08859  0.483
C 4.01745 1.24871 0.56949  -0.986
H -2.24485 -1.08779 3.30429  0.555
H -4.58355 -3.29119 -3.38111  0.490
H -5.30535 -1.58699 -1.70221  0.478
H 3.08445 -3.75889 4.41319  0.463
H 0.09105 4.26901 5.55289  0.441
C 1.90035 -0.84579 3.17819  -0.601
H -0.11895 0.18461 -5.71491  0.511
C 0.32055 -2.64619 2.82299  -0.744
C -2.50205 -3.01289 -2.93221  -1.114
H 0.53015 4.61451 3.14549  0.501
H -0.34145 4.14801 -4.09001  0.517
C 2.64555 1.20111 0.39749  -0.239
C -1.75935 1.71861 -0.71161  0.288
C -3.85805 -2.75019 -2.79471  -0.427
H 1.91355 -2.63859 -0.72341  0.525
C 4.16315 -0.72879 -0.75711  -1.139
N 0.41745 1.26291 -2.59551  0.218
C -0.17625 3.08711 -3.99451  -1.010
H -2.32595 -1.63949 1.61599  0.494
H 4.73855 -1.50259 -1.24051  0.579
H 2.00015 1.95681 0.82239  0.317
C -2.15045 -0.77969 2.26239  -1.571
C -0.30225 1.33581 3.07489  0.625
P -0.47655 -0.10259 1.95499  1.331
C 0.88335 -0.97669 -3.43721  -1.410
H 0.10235 -3.39899 -2.89441  0.464
H -0.00855 -3.25199 -1.13291  0.513
H 4.46545 2.04191 1.14249  0.557
H -0.86135 0.16851 4.80879  0.368
H 0.40145 -1.63319 -4.16761  0.462

Results
- Gap between HOMO and LUMO (alpha / beta): 5.341 / 5.675 eV
- HOMO energy (alpha / beta): -16.66 / -16.66 eV
- Total charge: +3
- 2S+1: 1



No. 3
A structure of composition C40H47N9RbSSb. Source: the Open Molecules 2025 dataset; level of theory: ωB97M-V/def2-TZVPD.

Each line ends with the Mulliken charge.
Positions of all 99 atoms, in Å:
H -4.36755 3.76778 -0.37409  0.471
H -0.49743 -2.59915 -5.05489  0.411
C 2.90241 -2.13977 0.02729  -0.487
C -2.84401 2.26546 -0.54426  -0.327
H 3.44975 -2.06805 -3.72251  0.449
H 4.03990 3.12337 1.15616  0.566
H 2.53484 5.86114 2.31582  0.154
C -2.10802 1.29646 7.43405  -0.954
H -0.25419 6.53277 -0.11853  0.408
H 3.90236 -5.74830 5.06186  0.349
H 2.76124 -5.77337 3.69411  0.284
C -2.10499 3.45670 -2.85910  -0.870
H -0.39139 2.02862 -4.18084  0.380
H -1.77738 3.90720 -3.78771  0.461
N 2.61969 -1.02083 -0.64487  -0.033
C 2.80284 -3.64928 6.21221  -0.613
C 3.58346 4.49036 -0.46270  -1.063
H 2.27847 1.05325 -1.99465  -0.617
C -4.49284 0.96427 7.40558  -1.016
N 1.30920 -1.83283 5.81904  -0.454
C 2.74695 5.05223 3.01442  -0.943
H 3.61859 -4.15813 0.01889  0.478
H -1.20566 1.55426 7.97108  0.442
C -3.42834 1.69238 9.47292  0.083
C 2.48299 0.25953 -2.71409  0.241
H 2.12516 -2.20409 7.65875  0.392
H 1.43900 6.23486 0.26991  0.177
C -0.09516 -4.46652 -2.27185  -0.761
H 3.53888 2.33222 -0.32434  0.417
C -3.33412 1.31945 8.09624  0.456
N -2.36970 0.24598 1.96510  0.546
C 1.26260 0.05121 -3.62468  -1.169
C -0.79788 -1.93898 -3.03190  0.017
H 4.20906 -4.76933 3.61399  0.221
H 3.43278 -4.21270 6.88635  0.330
C 2.08071 -2.54035 6.62567  -0.228
C -4.42636 0.61341 6.07296  -0.475
C 2.67822 -3.99005 4.87001  0.877
C -0.47525 -2.87570 -4.00828  -0.672
H -0.81161 4.14500 0.18436  0.340
H 1.36425 0.65297 -4.54148  0.383
H -1.26332 -0.41117 -4.46990  0.261
H 3.71486 4.62392 2.75405  0.264
N -1.81909 1.74649 -1.22159  0.710
N -3.12707 0.27903 4.04227  0.415
C 3.39385 -3.28411 -0.57684  -0.614
C 1.64647 3.99674 3.00701  -1.021
N -0.81316 -2.24926 -1.73559  -0.108
H 2.84471 5.48954 4.01115  0.372
H 3.34593 0.55185 -3.31689  0.529
S 0.24545 -1.33082 3.45740  -0.337
H 3.97978 -4.14322 -2.45997  0.424
H -3.67059 4.88159 -2.50322  0.421
C -2.03857 0.93559 6.10386  -0.162
H 2.74241 -2.11098 1.10264  0.567
H 1.24750 -0.99130 -3.93158  0.394
H -4.06277 -0.76364 1.11706  0.499
C 3.29955 -2.11506 -2.65055  -0.845
C -3.60504 -0.36112 2.00643  -1.052
N -3.53290 1.99142 10.57832  -0.519
C 0.23312 4.43426 0.05124  -0.273
C -3.15790 3.99850 -2.14403  -0.642
H -1.20907 1.10020 3.50607  0.554
H -5.00185 -0.74398 3.68004  0.383
H 1.85430 3.23376 3.75889  0.538
H -3.09320 1.75936 0.37897  -0.082
H 0.16564 -4.89672 -4.36172  0.430
C 0.42152 5.89180 0.45465  -1.179
H 4.56060 4.47511 -0.95260  0.431
C 3.59272 -3.27050 -1.94933  -0.523
C -0.10739 -4.15568 -3.62143  -0.420
H 0.46667 4.29427 -1.00766  0.132
C 3.35201 3.19838 0.31298  -0.822
C -3.20051 0.60583 5.40866  1.403
C -1.46088 2.32571 -2.36311  0.504
C -0.47821 -3.48361 -1.37199  -0.207
C -2.11230 0.60619 3.19394  -0.980
C -1.09171 -0.49877 -3.38426  -0.467
H -1.07616 0.86581 5.61413  0.193
Sb 1.34552 2.89169 1.14251  0.110
H -5.33655 0.36046 5.55081  0.304
N 0.00771 0.36238 -2.93854  0.998
H 0.68301 4.44585 3.25704  0.449
C 1.23585 -2.22878 4.52509  -0.300
H -5.44441 0.97190 7.91903  0.428
C 2.81356 -1.00408 -1.96191  0.472
C 3.43373 -5.14959 4.28152  -1.127
C -4.09593 -0.33811 3.27177  -0.334
H 2.82835 4.63419 -1.23824  0.212
H -1.99179 -0.18783 -2.85520  0.463
C -3.54388 3.38610 -0.96170  -0.568
H 0.60923 2.32309 -2.75817  0.279
H 0.19317 -5.44868 -1.92373  0.433
H -0.53465 -3.69910 -0.30909  0.479
Rb -0.02142 -0.35473 0.49158  1.135
N 1.91116 -3.29687 4.03793  -0.477
H 3.55847 5.35955 0.19403  0.173
H 0.19664 6.04443 1.51125  0.265
C -0.27270 1.77660 -3.11291  -1.218

Results
- Gap between HOMO and LUMO: 6.449 eV
- Energy relative to the best compared isomer or geometry (same formula, charge and spin): 0.0 kJ/mol
- HOMO energy: -6.39 eV
- 2S+1: 1



No. 4
A structure of composition C2H3N4 in a non-equilibrium geometry. Source: the Open Molecules 2025 dataset; level of theory: ωB97M-V/def2-TZVPD.

Each line ends with the Mulliken charge.
Positions of all 9 atoms, in Å:
C -2.79189 -0.53588 0.00073  0.562
H 0.69225 -1.22055 0.66757  0.284
N -0.81429 -0.19323 0.11287  0.588
H 0.90577 -0.69587 -0.89863  0.263
N -2.76968 0.73690 -0.01920  -0.281
N 0.39077 -0.60251 -0.05070  -0.483
N -1.78314 -1.26149 -0.00058  -0.424
C -1.46545 0.98580 -0.03843  0.013
H -1.11248 1.93443 -0.05079  0.477

Results
- Gap between HOMO and LUMO (alpha / beta): 7.722 / 7.719 eV
- Energy relative to the best compared isomer or geometry (same formula, charge and spin): 216.8 kJ/mol
- HOMO energy (alpha / beta): -16.47 / -16.46 eV
- Total charge: +1
- 2S+1: 1



No. 5
A cluster of 2 separate species, C5H17N2O in total in a non-equilibrium geometry. Source: the Open Molecules 2025 dataset; level of theory: ωB97M-V/def2-TZVPD.

Each line ends with the Mulliken charge.
Positions of all 25 atoms, in Å:
C -0.74833 -0.27691 2.31283  -1.502
H 1.04911 0.89785 -1.71150  0.283
H 1.21918 -1.91629 0.22175  0.341
H 1.70611 -1.89329 -2.42519  0.394
H -0.33394 -0.21356 3.32030  0.427
H 0.23870 0.01319 -2.85248  0.336
N 0.03224 -0.17508 -0.06642  -0.011
N 1.14881 0.13824 -2.40945  -0.272
C 0.30659 0.22605 1.33869  0.433
H -0.97848 -0.15502 -0.22082  0.061
H -3.59093 -0.17374 -0.30236  0.320
H -4.00562 1.10898 -1.08326  0.308
H -0.90108 -1.34164 2.20118  0.417
H 0.52269 2.00215 2.48346  0.444
H -0.37773 2.32172 1.06386  0.326
C 1.60715 -1.09210 -1.69236  -0.703
H 1.83861 0.40739 -3.11064  0.359
O -3.25105 0.64010 -0.68680  -0.642
H -1.68468 0.26451 2.32212  0.355
H 2.60192 -0.90229 -1.31420  0.363
H 1.36881 2.12403 0.98781  0.382
C 0.62720 -1.40510 -0.55425  -0.508
H 1.26978 -0.18781 1.60730  0.248
H -0.12510 -2.14168 -0.86673  0.433
C 0.46005 1.73031 1.43715  -1.591

Results
- Gap between HOMO and LUMO: 9.715 eV
- Energy relative to the best compared isomer or geometry (same formula, charge and spin): 74.4 kJ/mol
- HOMO energy: -12.95 eV
- Total charge: +1
- 2S+1: 1